133
Properties=species:S:1:pos:R:3:lowdin_charge:R:1 method="wB97M-V/def2-TZVPD" total_energy_ha=-4987.96269 charge=-1 homo_ev=-5.3 orbital_gap_ev=6.9
C -8.328 -2.225 4.858 -0.11
C -6.789 -2.144 4.850 -0.25
C -6.148 -2.644 3.562 -0.21
C -6.711 -3.983 3.056 -0.21
C -7.285 -3.937 1.637 -0.20
C -6.273 -4.276 0.535 -0.20
C -5.036 -3.379 0.630 -0.22
C -4.125 -3.530 -0.571 -0.20
C -2.866 -2.627 -0.575 -0.27
C -2.356 -2.146 0.800 -0.25
Al -2.812 -0.247 1.323 0.36
C -1.445 1.105 0.591 -0.21
C -0.880 2.011 1.733 -0.21
C 0.375 1.366 2.214 -0.51
O 0.431 0.440 3.004 0.09
O 1.558 1.873 1.639 0.01
C -4.723 0.321 0.846 -0.27
C -4.988 0.498 -0.592 -0.83
O -4.208 0.586 -1.512 -0.03
I -7.159 0.657 -1.147 0.55
H -8.708 -2.211 3.843 0.07
H -8.650 -3.145 5.333 0.06
H -8.745 -1.390 5.407 0.06
H -6.388 -2.682 5.704 0.10
H -6.513 -1.105 5.002 0.10
H -6.204 -1.881 2.796 0.09
H -5.087 -2.759 3.764 0.11
H -5.885 -4.692 3.046 0.10
H -7.439 -4.391 3.747 0.09
H -8.071 -4.690 1.575 0.09
H -7.722 -2.967 1.418 0.11
H -6.009 -5.327 0.581 0.10
H -6.760 -4.027 -0.406 0.11
H -4.532 -3.617 1.557 0.10
H -5.406 -2.357 0.647 0.09
H -3.847 -4.575 -0.696 0.11
H -4.719 -3.263 -1.443 0.10
H -3.046 -1.802 -1.258 0.07
H -2.071 -3.212 -1.037 0.08
H -2.648 -2.803 1.614 0.03
H -1.266 -2.182 0.773 0.04
H -2.729 -0.140 2.944 -0.04
H -1.893 1.721 -0.183 0.04
H -0.635 0.519 0.156 0.04
H -0.698 3.027 1.404 0.10
H -1.577 1.969 2.563 0.08
H 1.503 1.623 0.711 0.08
H -4.879 1.312 1.281 0.07
H -5.496 -0.295 1.290 0.02
C 4.048 1.816 -0.266 -0.06
C 4.725 0.589 0.296 -0.17
O 5.237 -0.258 -0.760 0.04
C 6.409 0.069 -1.259 -0.41
O 7.104 0.988 -0.933 0.16
C 6.799 -0.969 -2.329 -0.55
F 5.774 -1.252 -3.130 0.18
F 7.197 -2.100 -1.741 0.17
F 7.801 -0.523 -3.083 0.16
H 3.266 1.531 -0.973 0.09
H 3.607 2.394 0.541 0.07
H 4.755 2.452 -0.800 0.08
H 4.012 -0.027 0.839 0.13
H 5.529 0.851 0.981 0.13
C -9.111 -10.093 1.309 -0.06
C -9.305 -8.901 2.220 -0.20
O -8.194 -8.751 3.122 0.03
C -7.136 -8.122 2.627 -0.40
O -7.019 -7.687 1.524 0.17
C -6.062 -7.989 3.719 -0.56
F -5.920 -9.134 4.398 0.16
F -6.414 -7.035 4.582 0.17
F -4.890 -7.674 3.191 0.18
H -8.941 -10.996 1.895 0.08
H -9.994 -10.237 0.687 0.08
H -8.250 -9.950 0.657 0.08
H -10.175 -9.040 2.858 0.12
H -9.447 -7.981 1.654 0.13
C -3.865 -5.821 -6.523 -0.06
C -4.379 -4.410 -6.337 -0.20
O -5.788 -4.405 -6.045 0.03
C -6.107 -4.625 -4.775 -0.40
O -5.354 -4.833 -3.877 0.18
C -7.632 -4.527 -4.602 -0.56
F -8.272 -5.173 -5.585 0.16
F -8.013 -3.249 -4.630 0.18
F -8.005 -5.055 -3.447 0.18
H -4.440 -6.338 -7.292 0.08
H -2.817 -5.802 -6.820 0.08
H -3.952 -6.393 -5.600 0.08
H -4.275 -3.837 -7.256 0.12
H -3.838 -3.886 -5.551 0.13
C 9.139 2.623 -3.181 -0.05
C 8.644 2.938 -4.574 -0.18
O 8.923 4.309 -4.939 0.04
C 10.134 4.550 -5.400 -0.41
O 11.023 3.769 -5.555 0.17
C 10.249 6.036 -5.781 -0.55
F 9.717 6.830 -4.847 0.16
F 9.607 6.266 -6.931 0.17
F 11.519 6.386 -5.941 0.17
H 8.718 3.322 -2.459 0.09
H 8.849 1.618 -2.898 0.05
H 10.226 2.700 -3.125 0.08
H 7.562 2.843 -4.627 0.13
H 9.074 2.268 -5.316 0.13
C 2.141 2.525 4.794 -0.05
C 1.953 3.795 5.590 -0.18
O 3.140 4.124 6.352 0.04
C 4.093 4.763 5.703 -0.42
O 4.089 5.111 4.561 0.17
C 5.254 5.061 6.668 -0.56
F 5.546 4.003 7.428 0.17
F 4.926 6.075 7.478 0.16
F 6.346 5.404 5.997 0.17
H 2.438 1.703 5.447 0.09
H 1.217 2.250 4.297 0.06
H 2.915 2.645 4.038 0.08
H 1.167 3.672 6.331 0.13
H 1.684 4.634 4.952 0.13
C 9.409 10.243 -4.292 -0.05
C 10.506 9.680 -3.415 -0.20
O 11.195 10.729 -2.704 0.04
C 10.618 11.155 -1.593 -0.41
O 9.596 10.768 -1.117 0.18
C 11.499 12.236 -0.943 -0.56
F 11.952 13.105 -1.849 0.17
F 12.552 11.667 -0.349 0.17
F 10.815 12.906 -0.027 0.18
H 9.813 10.996 -4.969 0.08
H 8.955 9.448 -4.880 0.07
H 8.633 10.717 -3.692 0.08
H 11.268 9.193 -4.019 0.12
H 10.119 8.946 -2.711 0.12

---

48
Properties=species:S:1:pos:R:3:lowdin_charge:R:1 method="wB97M-V/def2-TZVPD" total_energy_ha=-2368.38141 charge=0 homo_ev=-9.8 orbital_gap_ev=9.6
Cl 1.299 0.102 -2.751 0.74
C -0.370 0.560 -2.164 -0.45
C -0.376 0.272 -0.630 -0.52
Cl -0.712 -1.526 -0.355 0.83
H -1.078 -0.050 -2.725 0.08
H -0.501 1.619 -2.388 0.09
H -1.194 0.842 -0.189 0.09
H 0.547 0.692 -0.228 0.10
C -3.070 -0.022 2.555 -0.17
C -2.441 -0.161 1.258 -0.23
O -3.489 0.238 0.393 0.07
C -4.692 0.223 0.978 -0.45
O -5.776 0.637 0.499 0.09
O -4.440 -0.132 2.302 0.07
H -2.807 0.819 3.197 0.14
H -2.637 -0.749 3.242 0.11
H -2.201 -1.193 1.003 0.05
H -1.599 0.531 1.238 0.03
C 1.440 2.514 3.576 -0.09
C 1.831 1.116 3.888 -0.06
O 1.058 0.367 2.914 0.01
C 0.350 1.189 2.134 -0.47
O -0.290 0.826 1.182 -0.09
O 0.570 2.471 2.408 0.13
H 2.368 3.069 3.442 0.14
H 0.863 2.934 4.400 0.14
H 1.456 0.776 4.853 0.15
H 2.914 1.172 3.780 0.14
C 1.184 -0.082 -6.213 -0.10
C 1.207 0.919 -5.052 -0.27
O 2.600 0.837 -4.866 -0.04
C 3.240 0.772 -6.053 -0.57
O 4.414 1.035 -6.291 0.13
O 2.340 0.350 -6.878 0.08
H 0.244 0.124 -6.725 0.13
H 1.308 -1.146 -6.009 0.14
H 0.630 0.697 -4.154 -0.08
H 0.940 1.962 -5.227 0.14
C 1.012 -1.747 1.843 -0.22
C 0.956 -3.211 1.402 -0.15
O -0.305 -3.473 1.896 0.05
C -0.683 -2.583 2.855 -0.52
O -1.746 -2.539 3.481 0.12
O 0.308 -1.743 3.039 0.08
H 0.667 -1.132 1.012 0.02
H 1.929 -1.176 1.988 0.14
H 1.740 -3.834 1.831 0.14
H 0.995 -3.164 0.313 0.10

---

77
Properties=species:S:1:pos:R:3:lowdin_charge:R:1 method="wB97M-V/def2-TZVPD" total_energy_ha=-2244.44289 charge=0 homo_ev=-6.2 orbital_gap_ev=2.7
C -2.245 6.750 -2.396 -0.14
C -1.743 5.493 -1.802 -0.62
C -1.560 5.133 -0.482 -0.15
C -0.971 3.812 -0.317 -0.15
C -0.653 3.211 -1.514 -0.34
B 0.274 1.940 -2.083 -0.94
C 1.873 2.369 -2.281 -0.06
C 2.671 2.430 -1.151 -0.02
C 4.046 2.681 -1.270 -0.03
C 4.599 2.839 -2.533 -0.16
C 6.099 3.036 -2.629 -0.52
F 6.558 2.981 -3.909 0.11
F 6.485 4.250 -2.115 0.10
F 6.774 2.076 -1.919 0.10
C 3.803 2.817 -3.670 -0.02
C 2.424 2.578 -3.537 -0.02
O 0.110 0.874 -1.155 0.06
C -0.552 -0.167 -1.862 -0.46
C 0.477 -1.264 -2.156 -0.02
C -1.653 -0.713 -0.975 -0.02
C -1.094 0.530 -3.224 -0.48
C -1.087 -0.355 -4.468 -0.02
C -2.505 1.088 -3.117 -0.05
O -0.205 1.608 -3.402 -0.01
S -1.210 4.214 -2.835 1.08
H -2.568 7.447 -1.623 0.07
H -1.453 7.218 -2.990 0.07
H -3.087 6.543 -3.065 0.07
H -1.804 5.805 0.338 0.09
H -0.824 3.346 0.657 0.09
H 2.241 2.258 -0.168 0.11
H 4.672 2.736 -0.386 0.11
H 4.239 2.976 -4.652 0.11
H 1.817 2.527 -4.441 0.11
H -0.023 -2.156 -2.564 0.08
H 1.237 -0.908 -2.868 0.10
H 0.991 -1.551 -1.230 0.08
H -2.119 -1.599 -1.431 0.08
H -1.234 -1.000 -0.006 0.06
H -2.432 0.041 -0.792 0.09
H -1.762 -1.207 -4.304 0.09
H -1.479 0.231 -5.309 0.09
H -0.085 -0.716 -4.723 0.08
H -3.228 0.264 -3.033 0.08
H -2.618 1.782 -2.276 0.07
H -2.722 1.631 -4.045 0.09
C 1.079 -1.514 7.049 0.02
N 0.482 -1.835 5.768 -0.05
C -0.821 -1.656 5.423 0.09
C -1.057 -2.214 4.134 -0.10
C -2.267 -2.162 3.441 0.13
C -2.652 -3.112 2.414 -0.20
C -1.952 -3.140 1.185 -0.07
C -2.398 -3.912 0.111 -0.05
C -3.456 -4.812 0.304 -0.05
C -4.078 -4.905 1.559 -0.07
C -3.720 -4.037 2.586 -0.02
C 0.233 -2.806 3.717 -0.08
C 0.667 -3.641 2.698 0.00
C 2.043 -3.911 2.562 -0.03
C 2.957 -3.501 3.544 -0.04
C 2.508 -2.824 4.691 0.01
C 1.162 -2.485 4.737 -0.16
H 2.161 -1.459 6.927 0.09
H 0.686 -0.562 7.414 0.11
H 0.857 -2.290 7.792 0.11
H -1.542 -1.196 6.090 0.16
H -3.052 -1.555 3.901 0.14
H -1.048 -2.535 1.113 0.10
H -1.905 -3.807 -0.856 0.11
H -3.783 -5.440 -0.523 0.11
H -4.865 -5.644 1.725 0.11
H -4.227 -4.074 3.556 0.12
H -0.060 -4.114 2.036 0.11
H 2.388 -4.444 1.678 0.12
H 4.016 -3.725 3.426 0.12
H 3.169 -2.566 5.510 0.11

---

22
Properties=species:S:1:pos:R:3:lowdin_charge:R:1 method="wB97M-V/def2-TZVPD" total_energy_ha=-350.16645 charge=-1 s2=0.75 homo_ev="1.4 / -4.3" multiplicity=2 orbital_gap_ev="2.5 / 8.1"
C 1.248 -1.050 -1.164 -0.08
C -0.132 -1.106 -0.316 -0.20
C -0.838 0.209 -0.063 -0.39
C -2.125 0.004 0.116 -0.07
C 0.255 2.220 0.672 -0.03
C -0.105 1.429 -0.270 -0.42
C 0.011 1.889 -1.713 -0.11
H 1.322 -2.121 -1.554 0.07
H 2.082 -0.698 -0.729 -0.01
H 1.185 -0.366 -2.128 0.08
H -0.644 -1.876 -0.719 0.03
H 0.085 -1.453 0.703 0.05
H -2.652 -0.849 0.234 -0.05
H -2.781 0.820 0.235 -0.02
H 0.089 1.966 1.744 0.04
H 0.944 3.138 0.739 0.06
H -0.112 1.147 -2.394 0.00
H -1.003 2.246 -1.935 0.06
H 0.803 2.688 -1.948 0.10
H 0.689 -2.131 3.038 -0.01
H 0.600 -2.792 1.628 0.04
O 1.188 -2.661 2.438 -0.14